Formula: C35H37ClF6GeN3O2PRuS
Source: the Open Molecules 2025 dataset
Level of theory: ωB97M-V/def2-TZVPD

The geometry in XYZ format:
```
88
C35H37ClF6GeN3O2PRuS ωB97M-V/def2-TZVPD
Ru 0.53286 -0.84761 1.62475
S 2.38835 -4.81751 1.17870
C 0.96029 -4.94291 0.23977
C 0.32514 -3.75203 0.09930
C 1.00177 -2.68370 0.76078
C 2.14977 -3.13894 1.39463
C 3.07648 -2.28256 2.14405
C 4.16488 -2.75175 2.86224
C 4.93535 -1.85392 3.57264
C 4.61372 -0.50298 3.54659
C 3.52425 -0.10497 2.80503
N 2.77800 -0.96862 2.10467
H 0.66026 -5.90534 -0.14567
H -0.60516 -3.64121 -0.43824
H 4.38127 -3.81108 2.88752
H 5.77593 -2.20489 4.15642
H 5.18883 0.22723 4.09677
H 3.23500 0.93660 2.75140
C -2.36275 -3.00955 -5.19737
C -2.49835 -1.64234 -5.40104
C -1.80160 -0.74908 -4.59829
C -0.96027 -1.22597 -3.59303
C -0.81677 -2.60248 -3.40351
C -1.52302 -3.49222 -4.20127
Ge 0.02010 -0.02392 -2.49118
C 1.82938 -0.59819 -2.18533
C 2.56301 -0.08250 -1.11728
C 3.89108 -0.43002 -0.93183
C 4.50685 -1.29488 -1.82821
C 3.79517 -1.80397 -2.90537
C 2.46082 -1.45571 -3.08473
C -0.01409 1.84020 -2.92591
C 0.56694 2.21012 -4.14002
C 0.70062 3.55284 -4.46742
C 0.26807 4.52982 -3.58058
C -0.30787 4.16727 -2.37062
C -0.45057 2.82522 -2.04610
H -2.90983 -3.70323 -5.82265
H -3.14946 -1.27299 -6.18248
H -1.92249 0.31728 -4.74850
H -0.14075 -2.98177 -2.64428
H -1.41341 -4.55857 -4.05272
H 2.10397 0.62805 -0.43208
H 4.44927 -0.02625 -0.09575
H 5.54613 -1.56397 -1.69072
H 4.27658 -2.47555 -3.60402
H 1.91036 -1.87244 -3.92107
H 0.92060 1.45732 -4.83753
H 1.14437 3.83713 -5.41248
H 0.38061 5.57579 -3.83395
H -0.65425 4.93238 -1.68642
H -0.92292 2.53846 -1.11435
F 1.08357 -0.21492 4.03718
P 0.30563 -1.37641 4.95544
F -0.25702 -1.98376 3.46226
F -0.47471 -2.52925 5.69670
F -0.99031 -0.42159 4.97577
F 1.60085 -2.30126 4.76676
F 0.87517 -0.72480 6.27441
Cl -3.13924 1.03453 -1.89612
C -3.04377 -0.57833 -1.15416
C -1.76834 -0.82319 -0.37782
O -1.81503 -1.53457 0.60394
O -0.63101 -0.25680 -0.74068
H -3.14274 -1.32980 -1.93643
H -3.86958 -0.67433 -0.45803
C -3.13413 4.23686 1.03227
C -2.52353 3.93310 2.39426
N -2.25010 2.50343 2.61321
C -3.26209 1.70700 3.31848
C -4.23152 0.98051 2.39601
C -1.16180 1.91537 2.10948
C -0.05980 2.77720 1.55570
N -0.96407 0.62883 2.14498
H -3.35989 5.30034 0.94959
H -4.06149 3.68188 0.88896
H -2.45999 3.96767 0.21702
H -3.21022 4.23987 3.18096
H -1.60918 4.50226 2.54954
H -3.80952 2.39627 3.95839
H -2.75015 1.00829 3.98044
H -4.86942 1.67809 1.85344
H -4.87319 0.32733 2.98796
H -3.70508 0.35513 1.67257
H 0.40634 3.31951 2.38052
H -0.41014 3.50547 0.83052
H 0.69460 2.15086 1.08259
H -1.70163 0.09917 2.60060
```

The calculation puts the highest occupied orbital energy (alpha / beta) at -10.803 / -11.179 eV. The spin multiplicity is 6. The charge is +1. The calculation puts the total energy at -153509.776 eV. Its expectation value of S² is 8.764. The energy relative to the best compared isomer or geometry (same formula, charge and spin) is 67.1 kJ/mol. The gap between HOMO and LUMO (alpha / beta) is 8.254 / 6.140 eV.

Löwdin population analysis, charges in e, atoms 1 to 5:
1. Ru 1.65
2. S 1.10
3. C -0.37
4. C -0.20
5. C -0.29